(1)
{
  "formula": "C26H78BeNO29",
  "method": "ωB97M-V/def2-TZVPD",
  "species": ["Be", "N", "O", "O", "O", "C", "C", "O", "O", "H", "H", "H", "H", "H", "H", "C", "C", "O", "O", "H", "H", "H", "H", "H", "H", "C", "C", "O", "O", "H", "H", "H", "H", "H", "H", "C", "C", "O", "O", "H", "H", "H", "H", "H", "H", "C", "C", "O", "O", "H", "H", "H", "H", "H", "H", "C", "C", "O", "O", "H", "H", "H", "H", "H", "H", "C", "C", "O", "O", "H", "H", "H", "H", "H", "H", "C", "C", "O", "O", "H", "H", "H", "H", "H", "H", "C", "C", "O", "O", "H", "H", "H", "H", "H", "H", "C", "C", "O", "O", "H", "H", "H", "H", "H", "H", "C", "C", "O", "O", "H", "H", "H", "H", "H", "H", "C", "C", "O", "O", "H", "H", "H", "H", "H", "H", "C", "C", "O", "O", "H", "H", "H", "H", "H", "H"],
  "coordinates": [[-17.919, 7.810, 25.994], [-18.539, 8.819, 22.425], [-19.435, 9.714, 22.534], [-17.995, 8.550, 21.415], [-18.221, 8.163, 23.402], [-22.199, 13.737, 21.157], [-22.052, 14.404, 22.530], [-22.635, 15.754, 22.514], [-22.007, 14.620, 20.080], [-23.235, 13.404, 21.108], [-21.571, 12.846, 21.117], [-20.981, 14.320, 22.716], [-22.538, 13.728, 23.233], [-21.958, 16.430, 22.432], [-22.768, 15.204, 20.094], [-14.698, 7.938, 25.240], [-15.232, 9.360, 25.346], [-16.162, 9.626, 26.325], [-15.688, 7.091, 24.765], [-14.368, 7.515, 26.189], [-13.828, 8.003, 24.586], [-15.745, 9.664, 24.434], [-14.432, 10.098, 25.401], [-16.096, 10.581, 26.397], [-15.270, 6.351, 24.318], [-15.440, 5.653, 21.554], [-15.008, 7.027, 20.936], [-15.929, 7.493, 19.846], [-14.628, 5.556, 22.806], [-15.418, 4.730, 20.975], [-16.439, 5.844, 21.946], [-13.981, 7.056, 20.571], [-15.069, 7.925, 21.551], [-16.470, 8.106, 20.349], [-14.585, 4.649, 23.117], [-17.170, 5.353, 16.949], [-16.216, 6.570, 16.824], [-16.791, 7.718, 17.234], [-17.149, 5.016, 18.321], [-16.854, 4.576, 16.253], [-18.196, 5.510, 16.617], [-15.991, 6.708, 15.766], [-15.227, 6.386, 17.244], [-16.603, 7.754, 18.174], [-16.543, 5.645, 18.720], [-25.764, 13.262, 25.308], [-24.562, 12.489, 25.879], [-23.461, 12.277, 25.017], [-26.250, 12.742, 24.071], [-25.402, 14.288, 25.377], [-26.616, 13.023, 25.944], [-24.945, 11.493, 26.103], [-24.269, 12.879, 26.854], [-23.654, 11.630, 24.336], [-25.592, 12.771, 23.372], [-20.350, 6.993, 19.061], [-20.777, 6.442, 17.687], [-22.041, 6.792, 17.394], [-19.818, 8.310, 19.036], [-19.605, 6.342, 19.518], [-21.049, 7.013, 19.897], [-20.706, 5.354, 17.680], [-20.101, 6.773, 16.898], [-21.998, 7.724, 17.171], [-19.221, 8.317, 19.787], [-22.775, 9.579, 22.797], [-23.052, 8.090, 23.182], [-23.901, 7.760, 24.259], [-23.930, 10.427, 22.813], [-22.140, 9.547, 21.912], [-22.162, 9.920, 23.631], [-22.096, 7.576, 23.277], [-23.509, 7.728, 22.261], [-24.743, 7.426, 23.941], [-24.632, 10.139, 22.225], [-17.156, 12.113, 23.172], [-18.211, 12.052, 24.376], [-19.551, 12.260, 24.281], [-15.877, 12.018, 23.865], [-17.244, 13.033, 22.594], [-17.374, 11.258, 22.532], [-17.753, 12.581, 25.212], [-18.142, 11.039, 24.775], [-19.857, 11.612, 23.642], [-15.361, 12.807, 23.683], [-13.884, 11.272, 19.792], [-13.005, 10.394, 18.893], [-12.247, 9.444, 19.731], [-14.615, 12.051, 18.868], [-13.345, 12.014, 20.381], [-14.471, 10.776, 20.564], [-12.163, 10.948, 18.476], [-13.412, 9.915, 18.002], [-11.875, 8.909, 19.027], [-15.460, 11.605, 18.784], [-18.104, 3.393, 21.323], [-19.446, 3.338, 20.589], [-20.335, 4.146, 21.368], [-18.149, 2.573, 22.399], [-17.883, 4.379, 21.731], [-17.306, 3.125, 20.630], [-19.544, 2.253, 20.554], [-19.321, 3.714, 19.573], [-20.505, 3.759, 22.230], [-18.323, 1.697, 22.046], [-19.567, 12.077, 18.339], [-18.136, 11.665, 18.109], [-17.538, 10.673, 19.005], [-20.412, 10.952, 18.495], [-19.839, 12.727, 17.507], [-19.842, 12.524, 19.294], [-17.622, 12.625, 18.142], [-18.173, 11.051, 17.209], [-17.913, 9.846, 18.694], [-20.034, 10.271, 19.057], [-20.258, 5.767, 26.237], [-19.189, 4.701, 26.017], [-18.029, 5.304, 25.324], [-19.975, 6.681, 27.289], [-21.295, 5.443, 26.148], [-20.295, 6.236, 25.253], [-19.521, 3.810, 25.484], [-18.870, 4.170, 26.913], [-17.348, 4.629, 25.277], [-20.824, 6.901, 27.678], [-19.075, 10.329, 27.814], [-20.232, 10.095, 26.744], [-20.028, 8.982, 25.785], [-18.365, 9.111, 28.085], [-19.604, 10.719, 28.683], [-18.311, 11.058, 27.545], [-20.562, 10.988, 26.213], [-20.960, 9.632, 27.410], [-20.925, 8.649, 25.710], [-18.067, 9.184, 28.995]],
  "atomic_forces_ev_per_a": [[-0.8387, 1.0408, -1.1354], [-3.1542, 2.6327, 2.0924], [0.8951, -0.7421, -0.4596], [1.3592, -0.2495, -4.2707], [1.0692, -2.0144, 4.0603], [-1.6688, 0.3963, 0.4791], [0.4863, 0.2673, -1.1251], [0.2339, -1.6864, 0.4336], [0.7736, -0.2248, -0.2104], [-0.2089, -0.4541, -0.1193], [0.2501, 0.1691, -0.3547], [0.1205, 0.9854, 0.5821], [-0.2497, 0.5918, 0.3936], [0.2399, -0.2853, -0.0522], [0.0562, 0.2044, -0.0090], [0.5168, 1.2136, 0.9477], [1.3822, 0.1438, -2.6353], [-1.4361, -1.2723, 1.9075], [-2.0194, 0.5026, 0.6410], [0.3452, 0.4821, 0.3725], [-0.0649, -0.2037, -0.2696], [0.4040, -0.5954, -0.7058], [0.4312, -0.3289, 0.3018], [-0.9054, 0.3307, 0.3444], [-0.0558, -0.6440, -0.9392], [0.0272, 2.2371, 2.0642], [-0.5161, 0.3917, -1.7064], [1.2810, -1.3331, 1.1087], [-0.1006, -0.0969, -0.7018], [0.3914, 0.4023, -0.2701], [-0.2906, -0.2951, -0.4717], [-0.0952, -0.4226, -0.2965], [0.1407, -0.8510, 1.2748], [-0.6411, 0.1303, -0.2469], [0.0416, -0.2974, -0.3854], [1.0788, 0.7682, -0.2500], [-0.4432, -1.8463, -3.1428], [-0.6682, 1.8994, 1.1415], [-0.3832, -0.9616, 0.4185], [0.6013, -0.5928, 0.4902], [-0.0504, 0.7863, 0.2058], [-0.0086, -0.1095, -0.3464], [0.0296, -0.3512, 0.6112], [-0.1100, 0.4835, 0.3630], [-0.0872, -0.0076, 0.4165], [0.8919, -0.9961, 0.2419], [-1.1861, -2.1316, -0.2803], [0.7215, 1.2165, 0.3386], [0.3060, 0.3880, 0.1507], [-0.9030, 0.5391, -0.8334], [0.2005, 0.7155, 0.4699], [-0.1928, -0.3279, 0.2346], [0.4028, 0.4709, -0.2975], [-0.5767, -0.2242, -0.1452], [0.3204, 0.2344, 0.0694], [0.9962, -0.7818, 0.8468], [1.9704, -0.3417, 1.5189], [-2.6317, 0.8615, -0.9461], [0.4182, 0.2732, -0.4986], [0.5781, -0.3322, -0.4873], [-1.2704, -0.4314, -0.7097], [-0.0684, -0.1308, 0.2999], [0.5139, 0.2413, 0.1932], [-0.4851, 0.2078, -0.0862], [0.2621, 0.3852, 0.2645], [-0.2958, -0.9371, 2.4024], [-0.8248, 0.2229, -2.1578], [0.4422, 0.5538, 0.6510], [0.8150, -0.2053, -0.0895], [-0.3562, 0.3658, -0.3171], [0.1651, 0.7188, -0.1627], [0.1810, 0.0645, 0.1301], [-0.0026, -0.6385, -0.1182], [0.0834, 0.1583, -0.0899], [0.0827, -0.2262, -0.2089], [-1.2312, 0.3092, 1.7273], [2.6250, -1.3543, 0.6660], [-1.2244, 1.2123, -0.8701], [-0.6715, -0.3125, -0.6623], [0.0745, -0.0053, 0.0525], [0.5718, 0.0170, -0.1424], [-0.3360, 0.9793, -0.1745], [0.6903, -0.8573, -0.2239], [-0.4183, -0.2702, -0.2639], [-0.0553, 0.0479, -0.1082], [0.6377, 0.4968, -1.0256], [2.3051, -0.1153, 1.6821], [-1.1114, -0.1698, -0.7934], [-0.9891, 0.1823, 0.3337], [0.8084, -0.2866, -0.1406], [-0.3959, -0.6343, -0.4614], [-0.4810, 1.0248, -0.1607], [-1.0706, -0.1498, 0.5332], [0.5128, -0.5304, 0.4518], [-0.4605, -0.0004, -0.3454], [0.2887, 1.8037, -2.1243], [1.9455, 0.9892, 1.2223], [-0.7146, -0.4160, -1.0766], [0.0389, -1.7894, 2.2673], [-0.2654, 0.1844, -0.4004], [0.2811, -0.0886, -0.1989], [-1.4225, -0.1696, -0.1602], [-0.4977, 0.2994, 0.1666], [0.2174, -0.3648, -0.0834], [0.0317, -0.4125, 0.3962], [-0.5665, -1.2507, 2.1940], [-0.4553, -0.8618, 0.2195], [-0.3702, 1.3295, 0.4797], [-1.1160, -0.4973, -1.7360], [-0.4024, -0.2556, -0.0240], [1.2291, 1.4677, -0.0175], [0.9605, -0.5079, -0.4253], [0.3550, 1.1490, -0.9298], [0.0579, -0.3377, 0.0036], [0.2056, -0.0152, 0.0077], [0.1884, -0.6112, -1.9697], [0.3050, -0.7295, 0.5259], [-1.6182, 0.9317, 1.1757], [0.4167, -0.8510, -0.5343], [0.0166, -0.7950, 1.2435], [0.6426, 1.0519, -0.2854], [-0.5069, 0.5684, -0.9213], [0.3073, 0.8044, 0.6368], [0.3911, 0.0731, -0.0243], [0.1148, 0.3330, 0.3553], [-0.1565, 0.3131, -1.8432], [0.7869, -1.5808, 1.4266], [1.8694, 1.2403, 0.5661], [-0.7967, -0.3955, -0.5433], [0.1325, -0.2240, 0.1777], [-0.2870, 0.2270, -0.4110], [0.1274, 0.0132, 0.1895], [-0.7284, 0.7402, -0.1441], [0.1002, -0.5930, -0.4737], [0.3971, -0.4621, 0.0688]],
  "lowdin_charge": [1.116, -0.586, -0.013, 0.036, -0.034, -0.266, -0.200, -0.066, -0.058, 0.109, 0.110, 0.104, 0.091, 0.081, 0.084, -0.215, -0.258, -0.051, -0.079, 0.129, 0.141, 0.110, 0.138, 0.107, 0.052, -0.120, -0.118, -0.110, -0.104, 0.121, 0.095, 0.115, 0.119, 0.034, 0.091, -0.204, -0.293, -0.036, -0.077, 0.110, 0.100, 0.120, 0.128, 0.033, 0.035, -0.225, -0.249, -0.081, -0.056, 0.117, 0.122, 0.108, 0.117, 0.028, 0.070, -0.193, -0.278, -0.026, -0.089, 0.098, 0.118, 0.119, 0.119, 0.103, 0.036, -0.202, -0.245, -0.058, -0.064, 0.117, 0.095, 0.106, 0.118, 0.090, 0.105, -0.143, -0.282, -0.038, -0.092, 0.125, 0.094, 0.115, 0.080, 0.068, 0.091, -0.235, -0.192, -0.108, -0.068, 0.117, 0.110, 0.115, 0.120, 0.066, 0.046, -0.321, -0.197, -0.056, -0.052, 0.102, 0.115, 0.118, 0.110, 0.076, 0.094, -0.237, -0.189, -0.088, -0.085, 0.130, 0.107, 0.125, 0.133, 0.043, 0.033, -0.233, -0.161, -0.070, -0.060, 0.142, 0.108, 0.128, 0.126, 0.099, 0.109, -0.170, -0.106, -0.101, -0.084, 0.131, 0.108, 0.122, 0.118, 0.086, 0.116],
  "e_lumo_ev": -5.787,
  "charge": 1,
  "relative_energy_kj_mol": 343.8,
  "mol_weight_g_mol": 877.90,
  "homo_energy_ev": -10.75
}

***

(2)
{
  "formula": "C3H3NO4",
  "method": "ωB97M-V/def2-TZVPD",
  "species": ["C", "C", "C", "H", "H", "H", "N", "O", "O", "O", "O"],
  "coordinates": [[-0.081, -0.900, -0.096], [0.842, 0.740, 0.798], [0.174, 1.253, -0.499], [-1.521, -1.279, -1.235], [0.128, 1.115, 1.695], [1.930, 1.355, 1.192], [-0.391, -2.105, -0.133], [-1.619, -2.246, -0.847], [0.925, -0.567, 0.698], [0.276, 2.457, -0.942], [-0.665, 0.178, -0.631]],
  "atomic_forces_ev_per_a": [[1.1742, -1.8513, 1.7707], [2.9077, 7.6610, 3.5619], [2.1622, 6.1915, 2.0092], [-2.3591, -3.1419, -0.2051], [1.0825, -0.8579, -1.9165], [-3.0823, -2.2079, -1.8073], [-1.5748, -0.9861, -0.3385], [1.5383, 3.2852, -1.2549], [1.4349, -2.0344, 0.2597], [-1.6466, -7.1581, 1.1939], [-1.6370, 1.0999, -3.2731]],
  "lowdin_charge": [-0.487, -0.166, -0.273, 0.124, 0.180, 0.222, 0.124, -0.048, 0.073, 0.099, 0.150],
  "e_lumo_ev": -0.346,
  "relative_energy_kj_mol": 552.6,
  "mol_weight_g_mol": 117.06,
  "smiles": "O=C1CO/C(=N/O)O1",
  "homo_energy_ev": -9.86
}

***

(3)
{
  "formula": "BrF2NS",
  "method": "ωB97M-V/def2-TZVPD",
  "species": ["N", "F", "F", "S", "Br"],
  "coordinates": [[-1.531, -0.353, 0.844], [1.044, 0.839, -2.151], [0.957, 0.490, 0.228], [0.131, 0.031, -1.046], [-0.602, -1.007, 2.125]],
  "atomic_forces_ev_per_a": [[-0.6041, 0.1331, -0.5010], [-0.4240, -0.6078, 0.6503], [0.5366, 0.3418, 0.0929], [0.2488, 0.6445, -1.2312], [0.2426, -0.5115, 0.9890]],
  "lowdin_charge": [-0.613, -0.454, -0.504, 0.874, 0.697],
  "e_lumo_ev": [-2.100, -1.690],
  "relative_energy_kj_mol": 301.6,
  "mol_weight_g_mol": 163.97,
  "homo_energy_ev": [-9.38, -9.31]
}

***

(4)
{
  "formula": "C5H6O",
  "method": "ωB97M-V/def2-TZVPD",
  "species": ["C", "C", "C", "C", "C", "O", "H", "H", "H", "H", "H", "H"],
  "coordinates": [[0.762, 0.166, 0.948], [-0.228, 1.152, 0.914], [0.805, -0.869, -0.109], [-0.521, -0.493, -0.935], [-1.046, 0.758, -0.341], [-0.343, 2.055, 1.723], [1.456, 0.133, 1.689], [1.514, -0.681, -0.814], [0.995, -1.914, 0.205], [-0.364, -0.384, -2.025], [-1.228, -1.271, -0.612], [-1.801, 1.349, -0.643]],
  "atomic_forces_ev_per_a": [[0.1634, -1.7977, -1.6371], [-1.5048, -0.6748, -2.0693], [-3.0680, 0.9221, 0.6395], [-0.1099, -0.4723, 1.0351], [4.2701, -0.9978, 3.3201], [-0.5582, 0.7206, 0.0805], [1.8537, 0.1174, 2.2550], [2.6933, 0.6862, -1.7518], [-0.6660, 0.5118, 0.0414], [-0.2722, -0.6037, 0.4822], [-0.1725, -0.1369, -0.9858], [-2.6289, 1.7252, -1.4097]],
  "lowdin_charge": [0.048, -0.459, -0.139, -0.170, 0.105, 0.017, 0.088, 0.075, 0.129, 0.120, 0.121, 0.064],
  "e_lumo_ev": [-0.553, -0.918],
  "relative_energy_kj_mol": 299.5,
  "mol_weight_g_mol": 82.10,
  "homo_energy_ev": [-8.73, -8.49]
}

***

Please write out number 3 again, unchanged.
{
  "formula": "BrF2NS",
  "method": "ωB97M-V/def2-TZVPD",
  "species": ["N", "F", "F", "S", "Br"],
  "coordinates": [[-1.531, -0.353, 0.844], [1.044, 0.839, -2.151], [0.957, 0.490, 0.228], [0.131, 0.031, -1.046], [-0.602, -1.007, 2.125]],
  "atomic_forces_ev_per_a": [[-0.6041, 0.1331, -0.5010], [-0.4240, -0.6078, 0.6503], [0.5366, 0.3418, 0.0929], [0.2488, 0.6445, -1.2312], [0.2426, -0.5115, 0.9890]],
  "lowdin_charge": [-0.613, -0.454, -0.504, 0.874, 0.697],
  "e_lumo_ev": [-2.100, -1.690],
  "relative_energy_kj_mol": 301.6,
  "mol_weight_g_mol": 163.97,
  "homo_energy_ev": [-9.38, -9.31]
}